one.
Molecular formula: C4H8NO2S
Method: DFT, ωB97M-V with the def2-TZVPD basis set

Last column: Löwdin charge in e.
Element x y z (Å)
C -0.98655 1.55063 -0.00475  -0.06
C -0.03123 0.29632 0.11802  -0.48
C 1.49971 0.69101 -0.19763  -0.42
S 2.13593 1.58237 1.35965  0.64
N -0.43732 -0.62463 -0.83726  -0.01
C -1.41891 -1.66850 -0.67343  -0.85
O -1.28318 -2.40978 -1.63293  -0.08
O -2.24486 -1.66532 0.22189  -0.03
H -0.45526 2.43956 -0.10200  0.02
H -1.54075 1.35315 -0.95399  0.09
H -1.78837 1.49279 0.74461  0.07
H -0.07024 -0.18225 1.16630  0.14
H 1.43183 1.28048 -1.09525  0.07
H 2.01208 -0.19777 -0.26979  0.03
H 2.92420 0.73975 1.99697  -0.21
H 0.21913 -0.48724 -1.54545  0.08

Output
Spin multiplicity ... 1
Kohn-Sham gap ... 6.71 eV
Total charge ... -1
LUMO level ... 2.86 eV
HOMO ... -3.8 eV

two.
Molecular formula: C4H8NO2S
Method: DFT, ωB97M-V with the def2-TZVPD basis set

Last column: Löwdin charge in e.
Element x y z (Å)
O 0.41374 -0.42136 2.62262  -0.02
C 0.64106 0.54890 1.91018  -0.20
C 0.61294 0.23449 0.40142  -0.45
C -0.85265 -0.00242 -0.06473  -0.52
S -1.44701 -1.72976 0.32417  0.59
N 1.09168 1.26749 -0.45284  -0.08
C 1.26333 1.05506 -1.94307  -0.50
O 0.09362 0.87506 -2.62010  -0.37
H 0.67622 1.60531 2.27701  0.12
H 1.21104 -0.68247 0.21667  0.14
H -0.70961 -0.04180 -1.28415  0.09
H -1.53937 0.84085 0.15100  0.08
H -2.53598 -1.68845 -0.53633  -0.15
H 0.50779 2.08714 -0.34042  0.09
H 1.94590 1.92018 -2.33351  0.09
H 1.90749 0.11721 -2.00998  0.08

Output
Spin multiplicity ... 1
Kohn-Sham gap ... 6.54 eV
Total charge ... -1
LUMO level ... 3.39 eV
HOMO ... -3.2 eV

Q: Which of them is the least stable? A: two.

one.
Molecular formula: C6H15NS
Method: DFT, ωB97M-V with the def2-TZVPD basis set

Last column: Löwdin charge in e.
Element x y z (Å)
C -0.12784 -0.55686 1.93082  -0.26
N 0.34250 0.38430 0.84798  -0.09
C 1.07293 0.04036 -0.33758  -0.42
C 0.20097 0.44086 -1.68845  -0.23
C -1.14241 -0.32760 -1.70620  -0.55
S -2.27671 0.49140 -2.94801  0.62
C 2.54277 0.44403 -0.12275  -0.09
C -1.39664 -0.09718 2.71320  -0.11
H -0.31397 -1.56642 1.37429  0.13
H 0.69205 -0.58997 2.71863  0.11
H -0.23710 1.20624 0.58479  0.12
H 1.27086 -1.01178 -0.59036  0.12
H 0.16574 1.46140 -1.57087  0.06
H 0.78699 0.39825 -2.59962  0.10
H -1.01570 -1.48446 -2.19960  0.13
H -1.59858 -0.61966 -0.72717  0.06
H -2.43036 -0.43496 -3.98119  -0.14
H 3.13170 -0.28776 0.49680  0.08
H 3.07075 0.72907 -1.09379  0.08
H 2.56686 1.41416 0.44406  0.07
H -2.20297 -0.57737 2.06158  0.08
H -1.36770 0.99713 2.72489  0.07
H -1.73416 -0.45317 3.66854  0.05

Output
Spin multiplicity ... 1
Kohn-Sham gap ... 9.16 eV
Total charge ... 0
LUMO level ... 0.85 eV
HOMO ... -8.3 eV

two.
Molecular formula: C6H15NS
Method: DFT, ωB97M-V with the def2-TZVPD basis set

Last column: Löwdin charge in e.
Element x y z (Å)
C 1.41735 -2.24771 -0.36925  -0.08
C 1.15350 -0.82118 0.11862  -0.23
C -0.21869 -0.35665 -0.26092  -0.42
C -1.34468 -1.13739 0.47050  -0.53
C 0.18423 1.62676 1.20957  -0.12
C -0.23814 1.97446 -1.18390  -0.09
H 0.79061 -2.92698 0.15124  0.06
H 2.45300 -2.44972 -0.21596  0.07
H 1.27207 -2.28762 -1.41212  0.07
H 1.34229 -0.76406 1.17876  0.10
H 1.89697 -0.17317 -0.34637  0.12
H -0.40050 -0.46348 -1.30548  0.12
H -1.26830 -0.94070 1.55871  0.08
H -1.20786 -2.22038 0.36582  0.06
H -2.86520 0.62314 -0.08263  -0.14
H -0.31779 2.56601 1.51169  0.08
H 0.13817 0.95746 2.07650  0.08
H 1.26805 1.95624 1.06347  0.10
H 0.81941 2.06145 -1.48271  0.07
H -0.60682 3.01563 -0.88175  0.10
H -0.81947 1.63820 -2.07783  0.09
N -0.43637 1.09172 0.00398  -0.27
S -3.01182 -0.72203 -0.08994  0.69

Output
Spin multiplicity ... 1
Kohn-Sham gap ... 9.30 eV
Total charge ... 0
LUMO level ... 0.94 eV
HOMO ... -8.4 eV

Q: Which of them is the least stable? A: one.

one.
Molecular formula: C6H11NO3
Method: DFT, ωB97M-V with the def2-TZVPD basis set

Last column: Löwdin charge in e.
Element x y z (Å)
C -1.23782 -0.44866 2.57668  -0.10
C -0.88985 -0.14836 0.23239  -0.47
O -0.41426 0.11078 1.57074  -0.18
O -0.89784 -1.46734 -0.07105  -0.09
H -1.91011 0.27587 0.14062  0.16
H -2.23507 0.01241 2.56849  0.09
H -0.74823 -0.24601 3.52959  0.09
H -1.34501 -1.53023 2.44854  0.08
C -0.26836 0.51629 -2.15999  -0.03
C 1.94915 -0.38408 -0.77265  -0.37
C 0.08330 0.65274 -0.67755  -0.33
N 1.62440 -1.54770 -0.41508  0.16
C 0.57137 1.81831 -0.17476  0.14
O 2.74762 0.28499 -1.32405  0.16
H 0.24704 -1.74311 -0.22378  0.10
H 2.19937 -2.11664 0.18090  0.12
H -0.27851 -0.53966 -2.42257  0.08
H 0.45387 1.04169 -2.78014  0.09
H -1.27009 0.91068 -2.32803  0.09
H 0.24712 2.20384 0.77993  0.09
H 1.37190 2.34419 -0.67824  0.08

Output
Spin multiplicity ... 1
Kohn-Sham gap ... 8.58 eV
Total charge ... 0
LUMO level ... -0.73 eV
HOMO ... -9.3 eV

two.
Molecular formula: C6H11NO3
Method: DFT, ωB97M-V with the def2-TZVPD basis set

Last column: Löwdin charge in e.
Element x y z (Å)
C -0.10936 0.50909 1.93682  -0.28
C 0.94052 -0.89441 -0.23250  -0.15
C 2.32033 -0.33615 0.05059  -0.12
C -1.37509 -0.48761 -1.30444  -0.53
C -0.28649 0.26945 -0.57651  -0.27
N -2.63331 -0.24243 -0.85455  0.17
C 0.04581 1.47750 -1.11543  0.00
O -0.99406 0.74054 1.07522  0.00
O -0.33174 -0.28908 2.96599  0.13
O -1.16508 -1.13723 -2.31136  0.06
H -1.16818 -0.76554 2.84748  0.14
H 0.86480 0.99774 1.95423  0.15
H -3.40156 -0.69608 -1.32185  0.11
H -2.80087 0.46513 -0.16389  0.09
H 0.62192 -1.63785 0.50183  0.10
H 0.95291 -1.42567 -1.18375  0.09
H 0.87356 1.64556 -1.78204  0.05
H -0.43672 2.39811 -0.83080  0.05
H 3.09009 -1.08046 -0.15553  0.07
H 2.45944 -0.03624 1.09008  0.05
H 2.53308 0.52562 -0.58956  0.07

Output
Spin multiplicity ... 1
Kohn-Sham gap (alpha / beta) ... 7.06 / 7.06 eV
Total charge ... 0
LUMO level (alpha / beta) ... 0.19 / 0.19 eV
HOMO (alpha / beta) ... -6.9 / -6.9 eV

Q: Which of them is the least stable? A: two.

one.
Molecular formula: C6H11NO3
Method: DFT, ωB97M-V with the def2-TZVPD basis set

Last column: Löwdin charge in e.
Element x y z (Å)
C -0.58838 -0.77266 1.98737  -0.08
C -2.23021 0.51267 0.05928  -0.40
N -2.17739 -0.24174 -0.93478  0.14
O -0.43684 0.18185 0.93876  -0.22
O -2.66346 1.40948 0.67774  0.16
H -3.02187 -0.48806 -1.42205  0.10
H -0.69764 -0.98498 -1.12427  0.08
H 0.24051 -0.69965 2.69359  0.09
H -1.50671 -0.52444 2.51726  0.09
H -0.64182 -1.78317 1.57302  0.10
C 2.00602 -0.48169 0.59231  0.00
C 0.71434 -0.16525 -0.13875  -0.54
C 0.79375 1.14221 -0.87800  -0.10
C 0.71691 1.23684 -2.19498  0.05
O 0.27405 -1.22317 -0.85191  0.00
H 0.90727 2.01251 -0.24540  0.12
H 1.92981 -1.44320 1.09422  0.09
H 2.23977 0.30189 1.30950  0.10
H 2.80548 -0.54180 -0.14425  0.10
H 0.59582 0.35849 -2.81452  0.07
H 0.74058 2.19390 -2.69415  0.06

Output
Spin multiplicity ... 1
Kohn-Sham gap ... 10.90 eV
Total charge ... 0
LUMO level ... 0.83 eV
HOMO ... -10.1 eV

two.
Molecular formula: C6H11NO3
Method: DFT, ωB97M-V with the def2-TZVPD basis set

Last column: Löwdin charge in e.
Element x y z (Å)
C 1.12639 -1.88429 0.34984  0.00
C -0.30448 -1.49899 0.61625  -0.48
N -0.41506 -0.50990 1.74050  0.14
O -1.27451 -2.18789 0.36752  0.08
H -1.36764 -0.45733 2.08917  0.13
H 0.32210 -0.43358 2.43577  0.13
H 1.21508 -2.19016 -0.69266  0.09
H 1.81034 -1.05653 0.53714  0.08
H 1.37965 -2.72670 0.99977  0.10
C 0.86761 0.75448 -1.75468  -0.08
C -0.03547 1.20357 0.80149  -0.56
C -0.30289 0.61326 -0.82592  -0.25
C -1.55796 0.58411 -1.29076  0.05
O -1.12400 1.94188 1.18010  0.04
O 1.10078 1.59899 1.01598  0.01
H -0.77131 2.81034 1.43688  0.13
H 1.18257 -0.22196 -2.13377  0.07
H 1.72368 1.22676 -1.26724  0.07
H 0.61529 1.37355 -2.62149  0.08
H -1.77721 0.56968 -2.35549  0.07
H -2.41295 0.49070 -0.62843  0.07

Output
Spin multiplicity ... 1
Kohn-Sham gap ... 9.71 eV
Total charge ... 0
LUMO level ... 0.40 eV
HOMO ... -9.3 eV

Q: Which of them is the least stable? A: two.

one.
Molecular formula: C4H12NOS
Method: DFT, ωB97M-V with the def2-TZVPD basis set

Last column: Löwdin charge in e.
Element x y z (Å)
C 0.76477 -0.12635 -0.79644  -0.30
C -0.41748 -0.69343 -1.57670  -0.70
S -0.30785 -1.64613 -3.13292  0.49
C 0.58120 1.13112 0.08616  -0.30
N -0.17266 1.04469 1.31641  -0.17
C -1.58012 0.68084 1.18597  -0.17
H 1.18788 -0.84852 -0.06906  0.08
H 1.49831 0.21979 -1.55981  0.08
H -1.01624 0.18866 -1.88801  0.05
H -1.04719 -1.30599 -0.90489  0.05
H 1.62280 1.44153 0.32154  0.11
H 0.16931 1.95749 -0.54943  0.10
H 1.62123 -1.75905 -2.81391  0.10
H -1.99143 0.93882 2.17807  0.06
H -1.74571 -0.40179 0.99758  0.06
H -1.98890 1.23432 0.33074  0.06
H 1.25003 -1.29585 2.97002  -0.13
H 0.32283 0.25029 1.85480  0.02
O 1.24922 -1.01045 2.04988  -0.48

Output
Spin multiplicity ... 1
Kohn-Sham gap ... 5.71 eV
Total charge ... -1
LUMO level ... 2.41 eV
HOMO ... -3.3 eV

two.
Molecular formula: C4H12NOS
Method: DFT, ωB97M-V with the def2-TZVPD basis set

Last column: Löwdin charge in e.
Element x y z (Å)
C 2.23859 -1.25300 0.00489  -0.20
N 1.46787 -1.55691 -1.19905  -0.15
C 0.04765 -1.90436 -0.85248  -0.54
O -0.56867 -0.97158 -0.11207  -0.33
H 1.84776 -0.38920 0.54278  0.02
H 3.29136 -1.04103 -0.26224  0.05
H 2.30578 -2.13402 0.67380  0.07
H 1.45446 -0.68006 -1.72799  0.07
H 0.16168 -2.90113 -0.39063  0.07
H -0.40871 -2.08051 -1.87814  0.08
C -1.57448 1.87107 -0.48170  -0.21
C -1.49682 1.38456 0.97781  -0.62
S 0.14588 1.81479 1.67416  0.64
H -0.89447 1.27873 -1.08910  0.05
H -1.40169 2.95125 -0.57271  0.05
H -2.57580 1.57176 -0.77975  0.06
H -2.28709 1.90099 1.54973  0.06
H -1.58244 0.27578 0.94568  0.03
H -0.17085 1.86287 2.97702  -0.19

Output
Spin multiplicity ... 1
Kohn-Sham gap ... 6.24 eV
Total charge ... -1
LUMO level ... 3.36 eV
HOMO ... -2.9 eV

three.
Molecular formula: C4H12NOS
Method: DFT, ωB97M-V with the def2-TZVPD basis set

Last column: Löwdin charge in e.
Element x y z (Å)
C 0.21111 -0.29295 1.95817  -0.38
C 0.78443 0.31615 0.67198  -0.60
S 2.61179 0.31234 0.69066  0.61
N -1.25616 -0.28679 1.99603  -0.03
H 0.53406 -1.35266 2.03636  0.10
H 0.60389 0.24079 2.81275  0.08
H 0.44929 -0.32952 -0.19830  0.06
H 0.38780 1.35234 0.53770  0.09
H 2.78260 0.65561 -0.60172  -0.17
H -1.62375 -0.28424 1.04130  0.00
H -1.61236 0.54142 2.46039  0.04
C -1.25371 0.24521 -1.93152  -0.55
O -1.59157 -0.14466 -0.66064  -0.37
C -2.00364 -0.56903 -2.99661  -0.15
H -0.15259 0.14060 -2.15816  0.07
H -1.47034 1.31382 -2.11422  0.07
H -1.76551 -0.24465 -4.03697  0.05
H -3.08269 -0.43598 -2.83665  0.05
H -1.74245 -1.62651 -2.89223  0.05

Output
Spin multiplicity ... 1
Kohn-Sham gap ... 6.37 eV
Total charge ... -1
LUMO level ... 3.24 eV
HOMO ... -3.1 eV

Q: Which of them is the least stable? A: one.